[1]
{
  "formula": "C25H27FN4O2",
  "method": "wB97M-V/def2-TZVPD",
  "symbols": ["O", "C", "N", "C", "C", "C", "C", "C", "C", "N", "C", "N", "C", "C", "N", "C", "C", "C", "C", "F", "C", "C", "C", "C", "O", "C", "C", "C", "C", "C", "C", "C", "H", "H", "H", "H", "H", "H", "H", "H", "H", "H", "H", "H", "H", "H", "H", "H", "H", "H", "H", "H", "H", "H", "H", "H", "H", "H", "H"],
  "positions_angstrom": [[-2.05222, -3.08275, -0.69747], [-1.67144, -2.85588, 0.42116], [-2.36576, -2.19356, 1.38312], [-3.47013, -1.32532, 1.04094], [-3.08941, -0.31752, -0.07266], [-4.01673, 0.87310, -0.14330], [-4.39155, 1.62840, 0.96350], [-5.18403, 2.75068, 0.78560], [-5.57476, 3.08701, -0.50075], [-5.22610, 2.38272, -1.56335], [-4.47298, 1.31459, -1.38478], [-1.68317, 0.04010, 0.04528], [-1.07131, 0.52096, -1.17268], [0.44178, 0.41602, -1.01429], [0.88971, 1.21175, 0.11427], [2.22330, 1.59658, 0.16385], [2.82101, 2.17482, -0.96376], [4.12877, 2.61068, -0.94253], [4.86250, 2.48515, 0.22294], [6.14926, 2.90817, 0.24876], [4.30413, 1.93824, 1.36024], [2.99504, 1.49538, 1.32629], [0.22554, 0.79555, 1.32982], [-1.29202, 0.89209, 1.14390], [-0.49952, -3.29130, 0.94483], [0.38354, -3.98999, 0.06582], [1.56508, -3.12190, -0.28357], [1.90729, -2.86887, -1.60459], [2.97906, -2.04274, -1.90242], [3.71107, -1.45679, -0.88450], [3.37624, -1.70806, 0.43574], [2.31047, -2.53708, 0.73422], [-1.81771, -1.94806, 2.19257], [-4.29898, -1.93726, 0.67507], [-3.79106, -0.82442, 1.95344], [-3.16036, -0.86413, -1.01912], [-4.07613, 1.35342, 1.95965], [-5.48902, 3.35072, 1.62918], [-6.19179, 3.95438, -0.69387], [-4.21708, 0.77132, -2.28608], [-1.38312, -0.11430, -2.00341], [-1.35453, 1.56497, -1.39403], [0.93203, 0.74509, -1.92764], [0.69190, -0.64156, -0.84804], [2.24919, 2.30410, -1.86873], [4.58074, 3.05392, -1.81593], [4.89437, 1.85139, 2.25927], [2.58643, 1.05037, 2.21863], [0.51518, 1.46161, 2.14413], [0.48690, -0.24264, 1.59159], [-1.77894, 0.56126, 2.06266], [-1.56105, 1.94844, 0.96386], [-0.16895, -4.28107, -0.83292], [0.71012, -4.88605, 0.60468], [1.32892, -3.31435, -2.40070], [3.23714, -1.85095, -2.93330], [4.53852, -0.80300, -1.11508], [3.94908, -1.25549, 1.23094], [2.04134, -2.73463, 1.76180]],
  "forces_ev_per_angstrom": [[-0.1619, 0.0539, -0.4460], [0.0799, -0.0499, 0.5060], [-0.0239, -0.0710, 0.3936], [0.0891, -0.0671, -0.4219], [0.0530, -0.0708, 0.0632], [-0.0706, 0.0320, -0.0724], [-0.0665, -0.0043, -0.1383], [0.0428, -0.0449, -0.0020], [-0.0467, 0.1210, 0.2543], [-0.2050, 0.2067, -0.4892], [0.1660, -0.2432, 0.2156], [-0.0405, 0.0089, -0.1316], [0.3006, -0.0522, -0.0925], [-0.1912, -0.0814, -0.2751], [-0.5010, 0.0700, 0.0594], [0.4282, 0.2460, 0.1182], [-0.0750, -0.1051, 0.0871], [0.2412, -0.0308, 0.1402], [-0.0681, -0.0791, 0.0864], [-0.0899, -0.0131, -0.0075], [0.3273, 0.1883, -0.2153], [-0.2806, -0.0429, -0.1511], [-0.1894, 0.1768, 0.0998], [0.2797, -0.0580, 0.0566], [0.0036, 0.0238, 0.1742], [0.0996, -0.2001, -0.3283], [-0.1755, -0.0196, -0.0038], [-0.0484, -0.1189, 0.1204], [0.0889, 0.0268, -0.0643], [0.0402, 0.0174, -0.1086], [0.0017, -0.0497, 0.1310], [0.0027, -0.0363, -0.0493], [-0.0258, -0.0378, -0.0958], [-0.0460, 0.1659, 0.0916], [-0.0058, -0.0568, -0.0068], [-0.0192, 0.1037, 0.1234], [0.0363, -0.0437, 0.0830], [-0.0401, 0.0662, 0.0483], [-0.0559, 0.0918, 0.0813], [0.0914, -0.1522, -0.0381], [-0.0201, -0.0085, -0.0114], [0.0227, -0.0494, -0.0437], [-0.0020, -0.0116, 0.0182], [0.0047, 0.0613, -0.0825], [-0.0753, 0.0244, -0.0716], [0.0563, 0.0589, -0.0788], [0.0764, 0.0056, 0.0805], [-0.0748, -0.0652, 0.0688], [0.0186, -0.0519, -0.0043], [0.0086, 0.0217, 0.0811], [-0.0383, 0.0111, 0.0714], [-0.0127, -0.0880, 0.0957], [0.1519, -0.0145, 0.1662], [-0.1080, 0.1297, -0.0591], [-0.0907, -0.0425, -0.0876], [0.0260, 0.0272, -0.0982], [0.0786, 0.0832, -0.0260], [0.0433, 0.0377, 0.0563], [-0.0105, 0.0006, 0.1293]],
  "e_lumo_ev": 0.510,
  "homo_lumo_gap_ev": 8.30,
  "homo_ev": -7.79,
  "total_energy_ha": -1438.2534,
  "multiplicity": 1
}

[2]
{
  "formula": "C25H27GeMnN4O6S",
  "method": "wB97M-V/def2-TZVPD",
  "symbols": ["Mn", "O", "S", "O", "O", "O", "C", "Ge", "C", "C", "C", "C", "C", "C", "C", "C", "C", "C", "C", "C", "C", "C", "C", "C", "H", "H", "H", "H", "H", "H", "H", "H", "H", "H", "H", "H", "H", "H", "H", "N", "C", "O", "C", "C", "C", "C", "N", "C", "H", "H", "H", "H", "H", "H", "C", "N", "C", "N", "O", "H", "H", "H", "H", "H", "H"],
  "positions_angstrom": [[-0.33088, 0.15430, 1.34278], [1.59899, -0.32971, 2.40015], [0.68168, -1.32528, 3.01896], [1.22609, -2.18927, 4.00896], [-0.57140, -0.60974, 3.33963], [0.21786, -2.16985, 1.71375], [2.89304, -3.77016, 1.68622], [1.58995, -2.90286, 0.58703], [0.46242, -3.99999, -0.51439], [-0.54181, -4.78632, 0.05565], [-1.39888, -5.51790, -0.75597], [-1.25697, -5.46891, -2.13880], [-0.25385, -4.69679, -2.71267], [0.60326, -3.96289, -1.90260], [2.25326, -1.36454, -0.38628], [3.60302, -1.13041, -0.37397], [4.16059, 0.03366, -0.95422], [3.34932, 0.95125, -1.54705], [1.94748, 0.74264, -1.60685], [1.10194, 1.66508, -2.26858], [-0.24534, 1.45784, -2.35547], [-0.80575, 0.30202, -1.78269], [-0.02461, -0.59679, -1.10286], [1.38759, -0.41874, -1.01494], [3.70726, -4.13618, 1.05765], [2.41508, -4.61419, 2.18141], [3.27022, -3.08184, 2.43792], [-0.65822, -4.82539, 1.13485], [-2.17193, -6.13337, -0.31149], [-1.92901, -6.03994, -2.76998], [-0.13995, -4.66515, -3.79068], [1.38468, -3.36007, -2.35633], [4.26838, -1.83931, 0.10905], [5.23180, 0.19231, -0.91672], [3.76382, 1.85120, -1.99135], [1.54996, 2.54130, -2.72608], [-0.87773, 2.16543, -2.87977], [-1.86231, 0.10364, -1.90872], [-0.45124, -1.54478, -0.80806], [-4.75148, 4.56497, -0.43131], [-3.56431, 3.94557, -0.24601], [-2.48895, 4.52758, -0.27551], [-3.61215, 2.46769, 0.01645], [-4.42250, 1.58647, -0.68179], [-4.28962, 0.22576, -0.45167], [-3.31488, -0.20033, 0.42777], [-2.52705, 0.64492, 1.10934], [-2.70723, 1.95187, 0.92217], [-4.75337, 5.55550, -0.60574], [-5.62879, 4.09913, -0.28362], [-5.13088, 1.95280, -1.41747], [-4.90373, -0.49745, -0.97314], [-3.15361, -1.25737, 0.61303], [-2.07365, 2.61649, 1.48946], [2.82768, 4.07096, 2.31464], [1.94231, 2.98706, 1.92290], [0.85501, 3.09774, 1.14767], [0.49144, 4.29742, 0.65636], [0.18878, 2.08103, 0.85261], [3.40700, 3.75007, 3.17458], [2.25847, 4.94719, 2.62127], [3.51443, 4.35304, 1.51561], [2.18686, 2.03904, 2.16086], [0.93653, 5.14358, 0.96613], [-0.43413, 4.36898, 0.25795]],
  "forces_ev_per_angstrom": [[-0.4112, 0.9266, -0.6628], [-0.0576, -0.1662, 0.1506], [0.2274, -0.5741, 0.4029], [-0.0562, 0.1646, -0.2608], [0.1417, -0.2619, -0.0905], [0.6453, 0.1748, 0.2961], [0.0130, -0.0468, 0.1093], [-0.5288, 0.1896, -0.0163], [-0.1606, -0.0950, -0.0687], [0.0311, -0.0077, -0.0744], [0.0396, -0.0049, -0.0290], [0.0108, 0.0030, 0.0170], [-0.0169, -0.0209, -0.0181], [-0.0538, -0.0966, 0.0465], [0.0561, 0.0865, 0.1071], [0.0469, 0.0459, 0.0001], [0.0812, -0.0982, 0.0557], [-0.0249, 0.0738, -0.0472], [-0.0331, 0.0299, 0.0166], [0.0213, 0.0525, 0.0044], [-0.0463, 0.0369, -0.0376], [-0.1203, 0.2261, -0.0232], [0.2125, -0.1540, -0.2431], [0.1258, 0.0829, -0.0218], [-0.0362, 0.0034, 0.0642], [0.0761, -0.0086, 0.0339], [0.0851, -0.0227, 0.0396], [-0.0160, 0.0153, -0.0810], [0.0240, 0.0382, -0.0204], [0.0599, 0.0395, 0.0408], [-0.0107, -0.0133, 0.0806], [-0.0596, 0.0051, 0.0085], [-0.0104, 0.0722, -0.0198], [-0.0576, -0.0277, -0.0041], [-0.0450, -0.0763, 0.0181], [-0.0196, -0.0369, 0.0413], [0.0495, -0.0599, 0.0423], [-0.0092, 0.0170, 0.0235], [-0.1294, -0.1539, 0.1673], [0.2464, -0.1508, -0.0782], [-0.0562, 0.1863, 0.2005], [-0.1615, -0.0790, 0.0343], [-0.1710, 0.1382, -0.1914], [-0.1259, 0.0318, -0.0761], [-0.0816, -0.0476, -0.0524], [-0.0296, -0.1344, 0.2869], [0.1146, -0.0811, -0.3456], [0.1897, -0.0345, 0.0874], [0.0080, 0.0540, -0.0071], [0.0239, -0.0124, 0.0183], [0.0319, -0.0330, 0.0365], [0.0373, 0.0513, 0.0406], [0.0352, 0.0322, -0.0469], [0.0373, 0.0345, -0.0310], [-0.0568, -0.0606, -0.0522], [-0.0011, 0.1804, -0.0684], [0.4955, 0.3301, 0.1174], [0.0749, -0.0856, 0.2119], [-0.4977, -0.4719, -0.0627], [0.0256, -0.0277, 0.0116], [-0.0467, 0.0119, 0.0421], [-0.0078, -0.0041, -0.0404], [0.0184, -0.1291, 0.0935], [0.0153, -0.0488, -0.0254], [-0.1623, -0.0082, -0.1507]],
  "e_lumo_ev": [-2.827, -2.870],
  "homo_lumo_gap_ev": [8.41, 8.49],
  "homo_ev": [-11.24, -11.36],
  "total_energy_ha": -5265.4399,
  "charge": 1,
  "multiplicity": 6
}

[3]
{
  "formula": "C25H27I2N3O5PdS4Se",
  "method": "wB97M-V/def2-TZVPD",
  "symbols": ["Pd", "S", "C", "N", "C", "C", "N", "H", "H", "H", "H", "H", "H", "O", "C", "C", "C", "C", "C", "S", "C", "C", "C", "C", "S", "C", "C", "C", "C", "S", "H", "H", "H", "H", "H", "H", "H", "H", "H", "I", "I", "O", "Se", "O", "O", "O", "C", "N", "C", "C", "C", "C", "C", "C", "C", "C", "H", "H", "H", "H", "H", "H", "H", "H", "H", "H", "H", "H"],
  "positions_angstrom": [[1.28681, -0.01657, 0.11757], [1.08278, 2.52566, 0.79089], [0.78722, 3.35411, -0.63082], [1.35483, 4.54584, -0.94019], [1.00732, 4.92548, -2.29994], [-0.08267, 3.89987, -2.67645], [-0.12798, 3.01873, -1.53249], [2.28513, 4.73443, -0.60753], [1.88696, 4.86014, -2.94730], [0.63213, 5.95273, -2.29870], [0.16534, 3.34777, -3.58503], [-1.06224, 4.36852, -2.81839], [-0.44762, 2.02255, -1.57556], [-0.38610, 0.46521, -1.42469], [-1.09153, -0.59648, -1.89949], [-2.30547, -0.16841, -2.70629], [-3.32339, -0.92772, -3.19745], [-4.24461, -0.18157, -3.96449], [-3.91210, 1.13118, -4.04202], [-2.45694, 1.47878, -3.18705], [-1.56003, -1.42770, -0.72503], [-1.14967, -2.63649, -0.26172], [-1.77194, -3.00368, 0.95533], [-2.64124, -2.06690, 1.40330], [-2.71871, -0.70654, 0.34831], [-0.24921, -1.38739, -2.88244], [0.85882, -0.91898, -3.51425], [1.42906, -1.85604, -4.40620], [0.72890, -3.01409, -4.46161], [-0.65079, -2.98102, -3.42280], [-3.41527, -1.98459, -3.01724], [-5.11453, -0.60812, -4.43399], [-4.41668, 1.92259, -4.56034], [-0.41795, -3.25179, -0.75337], [-1.56038, -3.92361, 1.47222], [-3.21445, -2.05903, 2.30970], [1.26703, 0.06285, -3.32436], [2.32625, -1.66754, -4.96962], [0.93380, -3.90397, -5.02588], [3.72335, 0.83255, -0.99409], [4.37809, 3.22997, -2.51607], [3.73174, -3.15640, 0.37653], [3.36186, -1.90123, -0.50760], [3.55258, -0.53188, 0.44945], [1.83691, -1.90392, -1.01470], [4.38306, -1.77490, -1.72541], [-0.30259, 1.10510, 5.71929], [-0.02018, 1.52651, 4.36676], [1.40747, 1.52722, 4.12184], [-0.75477, 0.79511, 3.32826], [-0.25120, -0.61387, 3.12190], [-0.64991, -1.58396, 4.03984], [-0.09657, -2.85087, 4.03841], [0.86861, -3.15441, 3.09980], [1.21550, -2.21114, 2.14559], [0.66978, -0.92826, 2.10762], [0.15664, 1.82728, 6.40060], [0.09077, 0.10378, 5.97184], [-1.38016, 1.10927, 5.89849], [1.86784, 2.27931, 4.76697], [1.58789, 1.79642, 3.08356], [1.87961, 0.55053, 4.32062], [-0.64736, 1.37517, 2.40768], [-1.81349, 0.79737, 3.61240], [-1.41437, -1.33863, 4.77278], [-0.41280, -3.58854, 4.76907], [1.35449, -4.12189, 3.09643], [1.96631, -2.52390, 1.43755]],
  "forces_ev_per_angstrom": [[-2.9186, 1.2245, 2.8589], [0.3373, -0.7776, 0.7547], [-0.6583, 0.0601, -0.2012], [-0.0604, 0.0241, 0.0214], [-0.0172, 0.3098, -0.1230], [-0.0810, 0.1771, -0.2477], [0.6385, 0.2868, 0.0861], [0.0929, -0.2132, 0.0832], [-0.1184, -0.0292, 0.0412], [-0.0383, -0.0541, -0.1769], [0.0060, 0.0115, -0.0044], [0.0894, 0.0345, -0.0713], [-0.0065, -0.4132, 0.1422], [-0.4095, 0.5797, -0.6707], [0.1721, 0.0215, 0.0080], [-0.2011, 0.2337, -0.0824], [0.0669, 0.1361, 0.1428], [-0.1394, 0.0708, -0.0868], [0.3324, 0.3759, 0.0122], [-0.3550, -0.5572, -0.0156], [-0.2915, -0.0972, 0.1143], [-0.0845, 0.0386, -0.2046], [-0.2673, -0.0889, 0.1817], [-0.1454, 0.3053, -0.1859], [0.2982, -0.4253, 0.0429], [0.0599, -0.2641, -0.2807], [-0.2709, 0.1597, 0.1378], [-0.0433, -0.1032, -0.1571], [-0.3725, -0.2129, 0.0383], [0.5951, 0.2060, -0.1637], [0.0441, -0.1607, 0.0959], [-0.1817, -0.0397, -0.0962], [-0.1979, 0.1253, -0.1274], [0.1996, 0.0591, -0.0589], [0.0439, -0.0919, 0.1475], [-0.0968, -0.0947, 0.2053], [-0.0028, -0.0331, 0.1544], [0.1815, -0.0307, -0.0457], [0.1167, -0.1222, -0.1406], [1.0286, 3.9004, -1.0499], [0.0459, 0.6608, -0.6504], [0.1023, -1.4375, 1.5644], [1.8899, -3.6164, -1.2381], [0.8448, -0.7414, 1.6214], [-1.5515, 0.2077, 0.3829], [0.7039, -0.0989, -0.9760], [0.0643, 0.0553, 0.0141], [-0.1413, -0.0147, 0.1430], [0.0460, 0.0973, 0.0522], [-0.0681, 0.1654, -0.2129], [0.0687, 0.7300, -0.5953], [0.0803, -0.1130, 0.0650], [-0.1494, -0.1189, 0.2489], [0.0166, 0.0543, 0.0907], [0.3332, 0.0860, -0.1932], [0.2888, -0.2512, -1.3999], [-0.0009, -0.0415, 0.0791], [-0.0258, 0.0726, -0.0327], [-0.0270, -0.0257, -0.0130], [0.1034, 0.0054, -0.0044], [0.1674, -0.0419, 0.1286], [-0.0131, 0.0765, -0.0486], [-0.1075, -0.1997, 0.0411], [0.0391, -0.0336, -0.0277], [0.0407, 0.0775, -0.0498], [-0.0154, 0.0078, 0.0001], [0.0143, -0.0487, -0.0759], [-0.0943, -0.0455, 0.0084]],
  "e_lumo_ev": [3.980, 3.980],
  "homo_lumo_gap_ev": [6.04, 6.04],
  "homo_ev": [-2.06, -2.06],
  "total_energy_ha": -6226.6580,
  "charge": -2,
  "multiplicity": 1
}